(1)
This record from the OMol25 dataset describes a molecular structure, C38H31Cl7MoN5O7PS3 in a non-equilibrium geometry. The level of theory is ωB97M-V/def2-TZVPD.

The geometry in XYZ format:
```
93
Properties=species:S:1:pos:R:3
Mo 0.0854 -0.3936 2.4415
O 2.9907 2.2676 4.0750
C 2.0045 1.6642 3.6917
N 1.8683 0.3428 3.3695
C 2.9571 -0.5031 3.4349
O 4.1379 -0.2290 3.4826
C 2.4616 -1.9151 3.5105
C 3.3056 -2.9867 3.7383
C 2.7366 -4.2282 3.9475
C 1.3501 -4.3401 3.9409
C 0.5797 -3.2302 3.6573
N 1.1312 -2.0347 3.4193
C 0.6718 2.3491 3.6132
C 0.5637 3.7025 3.8747
C -0.6854 4.2941 3.8288
C -1.7786 3.4865 3.5419
C -1.5882 2.1410 3.2887
N -0.3775 1.5661 3.2954
H 4.3702 -2.8076 3.7500
H 3.3569 -5.0966 4.1210
H 0.8613 -5.2854 4.1282
H -0.4987 -3.2689 3.6089
H 1.4705 4.2382 4.1150
H -0.8107 5.3502 4.0213
H -2.7825 3.8838 3.5122
H -2.4317 1.5053 3.0680
C 1.3874 -6.8187 0.6276
C 0.7175 -5.5672 0.1048
O 1.7092 -4.5384 0.0475
P 1.3133 -3.0259 -0.3397
S -0.2429 -2.4670 0.8012
S 2.9325 -1.9539 -0.3898
O 0.7225 -3.3433 -1.8160
C 0.2399 -2.3266 -2.6868
C -1.2485 -2.0909 -2.5133
H 0.6479 -7.6057 0.7822
H 1.8778 -6.6086 1.5778
H 2.1411 -7.1777 -0.0729
H -0.0947 -5.2471 0.7637
H 0.3071 -5.7234 -0.8959
H 0.4447 -2.6997 -3.6940
H 0.8249 -1.4107 -2.5372
H -1.7896 -3.0349 -2.5823
H -1.6062 -1.4412 -3.3129
H -1.4799 -1.6405 -1.5487
Cl -6.6748 -0.5327 1.0980
C -5.1404 -0.7623 1.8642
C -5.0452 -1.4410 3.0659
Cl -6.4653 -2.0799 3.8201
C -3.8001 -1.6118 3.6813
Cl -3.6507 -2.4481 5.1889
C -2.6379 -1.1123 3.0992
O -1.4475 -1.2074 3.6237
C -2.7384 -0.4306 1.8530
O -1.6117 0.0265 1.3402
C -3.9798 -0.2561 1.2642
Cl -4.0561 0.6229 -0.2286
Cl 3.4955 1.0661 -6.5047
C 2.5309 1.8386 -5.2855
C 2.3414 1.2213 -4.0611
C 1.5529 1.8498 -3.1132
C 0.9422 3.0853 -3.3516
C 0.0692 3.7552 -2.3113
C 0.7920 3.9887 -0.9777
N 1.1538 2.7757 -0.2775
C 2.4410 2.3403 -0.0445
C 2.3335 1.1595 0.6126
N 1.0029 0.8613 0.7947
C 0.3233 1.8654 0.2763
O -1.1764 3.1248 -1.9825
C -1.6501 1.9272 -2.5854
C -1.9815 2.0119 -4.0527
C -2.7481 2.9780 -4.6324
Cl -3.5115 4.2976 -3.8458
S -2.9285 2.7681 -6.3267
C -1.9705 1.3478 -6.2844
C -1.5404 1.0678 -5.0286
C 1.1746 3.6720 -4.5951
Cl 0.4822 5.2151 -5.0113
C 1.9569 3.0652 -5.5630
H 2.7955 0.2639 -3.8485
H 1.4000 1.3459 -2.1715
H -0.1925 4.7544 -2.6742
H 0.1380 4.5957 -0.3489
H 1.7168 4.5421 -1.1480
H 3.2996 2.9020 -0.3633
H 3.1145 0.4911 0.9282
H -0.7512 1.9297 0.2414
H -2.5605 1.7123 -2.0226
H -0.9658 1.0958 -2.4060
H -1.7726 0.8040 -7.1917
H -0.9184 0.2201 -4.7849
H 2.1053 3.5424 -6.5202
```

LUMO level (spin up / spin down)   1.8223 / 1.8223 eV
Energy   -193008.4640 eV
Multiplicity   2
F_max   0.020 Eh/bohr
Total charge   -1
Relative energy (zero: lowest compared OMol25 entry of this formula, charge and spin)   49.04 kJ/mol
Highest occupied orbital energy (spin up / spin down)   -4.168 / -3.789 eV



(2)
This record from the OMol25 dataset describes a molecular structure, C38H31N8O7RuS3Se in a non-equilibrium geometry. The level of theory is ωB97M-V/def2-TZVPD.

The geometry in XYZ format:
```
89
Properties=species:S:1:pos:R:3
Ru -0.4449 1.1867 -1.1445
O -1.8340 -2.4758 -2.4741
S -1.9133 -1.5479 -1.3825
O -0.8228 -1.4755 -0.4473
N -1.8038 0.0104 -2.0637
C -2.4615 0.3888 -3.1701
C -3.5465 -0.3040 -3.7480
C -4.2895 0.2824 -4.7609
C -3.9915 1.5508 -5.2150
C -2.8625 2.2570 -4.7150
C -2.5064 3.5481 -5.1440
C -1.3825 4.1396 -4.6360
C -0.5994 3.4231 -3.7258
N -0.9072 2.2100 -3.3084
C -2.0516 1.6507 -3.7494
C -3.4192 -1.7787 -0.5511
C -4.3764 -2.5843 -1.1670
C -5.5898 -2.7626 -0.5292
C -5.8328 -2.1317 0.6872
C -4.8592 -1.3467 1.2926
C -3.6335 -1.1635 0.6773
H -3.8264 -1.2728 -3.3669
H -5.1339 -0.2536 -5.1745
H -4.6136 2.0252 -5.9653
H -3.1311 4.0621 -5.8663
H -1.0889 5.1388 -4.9269
H 0.3153 3.8549 -3.3319
H -4.1520 -3.0827 -2.1024
H -6.3438 -3.3978 -0.9763
H -6.7934 -2.2613 1.1709
H -5.0576 -0.8569 2.2371
H -2.8550 -0.5650 1.1349
S 6.6848 2.8310 -2.6383
N 5.6124 3.6163 -1.7334
C 4.4992 2.9132 -1.8001
C 3.2582 3.2375 -1.1206
C 3.0897 4.3362 -0.2708
C 1.8800 4.5260 0.3512
C 0.8453 3.6251 0.1187
N 1.0030 2.5869 -0.6955
C 2.1891 2.3807 -1.3138
C 2.2908 1.1897 -2.1542
N 1.1786 0.4248 -2.2691
C 1.2308 -0.6890 -2.9884
C 2.3917 -1.0942 -3.6392
C 3.5207 -0.3181 -3.5459
C 3.4765 0.8541 -2.7904
C 4.6069 1.7498 -2.6109
N 5.7999 1.5883 -3.1469
H 3.9226 5.0116 -0.1135
H 1.7138 5.3591 1.0199
H -0.1246 3.7274 0.5806
H 0.3308 -1.2834 -3.0484
H 2.3856 -2.0153 -4.2055
H 4.4446 -0.5962 -4.0395
O -1.7806 3.1406 -1.0367
Se -2.7880 2.3367 0.0256
O -3.8728 1.4546 -0.7924
O -1.5580 1.2871 0.6093
O -3.3720 3.2676 1.1905
C 1.1071 -0.2216 6.0341
C 1.6230 0.7145 4.9436
C 2.7329 0.0961 4.1012
N 2.2720 -1.0464 3.3068
C 1.7016 -0.9558 2.1083
S 1.4809 0.5220 1.3070
N 1.2604 -2.0963 1.4844
C 1.4031 -3.4655 1.7640
O 1.3229 -4.2485 0.8495
C 1.5715 -3.9067 3.1780
C 0.6641 -3.4827 4.1456
C 0.7608 -3.9712 5.4398
C 1.7723 -4.8659 5.7682
C 2.6785 -5.2843 4.8004
C 2.5712 -4.8160 3.5001
H 0.3472 0.2700 6.6443
H 1.9182 -0.5344 6.6995
H 0.6543 -1.1220 5.6076
H 2.0162 1.6284 5.3955
H 0.8092 1.0105 4.2766
H 3.5357 -0.2742 4.7416
H 3.1481 0.8314 3.4188
H 2.2699 -1.9473 3.7593
H 0.8350 -1.9281 0.5880
H -0.1225 -2.7841 3.8771
H 0.0496 -3.6531 6.1933
H 1.8495 -5.2449 6.7797
H 3.4644 -5.9841 5.0585
H 3.2531 -5.1558 2.7294
```

LUMO level (spin up / spin down)   -3.4980 / -5.3295 eV
Energy   -166589.1822 eV
Multiplicity   5
F_max   0.020 Eh/bohr
Total charge   +1
Highest occupied orbital energy (spin up / spin down)   -10.749 / -10.833 eV



(3)
This record from the OMol25 dataset describes a molecular structure, C38H32AgBr2N6O4S2 in a non-equilibrium geometry. The level of theory is ωB97M-V/def2-TZVPD.

The geometry in XYZ format:
```
85
Properties=species:S:1:pos:R:3
Ag -0.1987 0.2537 0.3772
C -0.5294 4.2639 -5.7912
C -0.8800 3.8573 -4.3839
C -0.8544 2.5185 -4.0063
C -1.1239 2.1393 -2.7008
C -1.4323 3.1056 -1.7613
C -1.5017 4.4387 -2.1269
C -1.2117 4.8126 -3.4287
S -1.8010 2.6711 -0.0620
O -2.8695 3.5692 0.3300
O -0.6123 2.7325 0.7685
N -2.2259 1.1419 -0.0614
C -3.3568 0.6278 -0.5982
C -4.2431 1.3138 -1.4287
C -5.3966 0.7028 -1.9283
C -5.7334 -0.5850 -1.6015
C -4.8931 -1.3242 -0.7455
C -5.1977 -2.6355 -0.3186
C -4.3400 -3.2929 0.5167
C -3.1651 -2.6360 0.9234
N -2.8400 -1.4294 0.5391
C -3.6835 -0.7469 -0.2636
H -0.8040 3.4830 -6.5011
H 0.5464 4.4356 -5.8738
H -1.0396 5.1839 -6.0778
H -0.6117 1.7592 -4.7414
H -1.0734 1.1004 -2.4025
H -1.7701 5.1763 -1.3817
H -1.2256 5.8623 -3.7001
H -4.0204 2.3407 -1.6841
H -6.0422 1.2668 -2.5922
H -6.6419 -1.0398 -1.9800
H -6.1229 -3.0976 -0.6459
H -4.5470 -4.2945 0.8734
H -2.4729 -3.1341 1.5943
Br 1.7541 4.7751 -0.2433
C 2.9576 3.3087 -0.2132
C 4.2447 3.6100 0.2048
C 5.2270 2.6535 0.2504
Br 6.9772 3.1688 0.8312
C 4.9666 1.3416 -0.1647
C 5.9307 0.3107 -0.2092
C 5.5924 -0.9171 -0.7062
C 4.2722 -1.1285 -1.1259
N 3.3342 -0.2131 -1.0382
C 3.6351 1.0185 -0.5843
C 2.5260 2.0039 -0.5994
O 1.3697 1.6780 -0.9762
H 4.4711 4.6253 0.5000
H 6.9374 0.5150 0.1313
H 6.3247 -1.7106 -0.7921
H 3.9737 -2.0867 -1.5370
N 0.7763 -1.8096 -0.2414
S 0.9456 -2.9867 0.7622
C 2.5681 -3.7738 0.4506
C 2.8832 -4.2711 -0.8078
C 4.1347 -4.8140 -1.0406
C 5.0794 -4.8498 -0.0209
C 4.7679 -4.3344 1.2275
C 3.5106 -3.7955 1.4658
C 0.0373 -4.4755 0.1828
C 0.1012 -5.6275 0.9527
C -0.5016 -6.7889 0.4959
C -1.1940 -6.7818 -0.7092
C -1.2849 -5.6143 -1.4541
C -0.6600 -4.4576 -1.0089
H 1.1027 -1.9996 -1.1831
H 2.1478 -4.2406 -1.6022
H 4.3690 -5.2191 -2.0168
H 6.0568 -5.2770 -0.2049
H 5.5061 -4.3563 2.0193
H 3.2580 -3.3798 2.4339
H 0.6316 -5.6157 1.8990
H -0.4240 -7.7028 1.0713
H -1.6636 -7.6888 -1.0686
H -1.8327 -5.6066 -2.3876
H -0.7130 -3.5348 -1.5780
N 1.6513 -0.2438 4.4804
C 1.4524 -0.4584 3.1350
N 2.5664 -0.3859 2.3462
O 0.3634 -0.7976 2.6964
H 2.4693 0.2473 4.7941
H 0.8115 -0.1128 5.0159
H 3.3425 0.1882 2.6329
H 2.3775 -0.3858 1.3481
```

LUMO level   2.0735 eV
Energy   -222812.8228 eV
F_max   0.021 Eh/bohr
Total charge   -1
Relative energy (zero: lowest compared OMol25 entry of this formula, charge and spin)   98.39 kJ/mol
Highest occupied orbital energy   -3.984 eV



Which of these has the lowest energy?
C38H32AgBr2N6O4S2